46
Properties=species:S:1:pos:R:3 method="wB97M-V/def2-TZVPD" homo_energy_ev=-17.6855 total_charge=+3 max_force_ha_per_bohr=0.021
Al 0.089 -0.999 0.000
O 3.175 5.321 0.000
N 3.988 4.424 0.000
O 5.186 4.535 0.000
C 3.461 3.013 0.000
C 4.397 2.040 0.000
C 4.038 0.661 0.000
C 4.993 -0.371 0.000
C 4.537 -1.667 0.000
C 3.170 -1.919 0.000
N 2.226 -0.974 0.000
C 2.684 0.310 0.000
C 1.709 1.338 0.000
N 0.421 0.905 0.000
C -0.559 1.809 0.000
C -0.315 3.170 0.000
C 0.983 3.628 0.000
C 2.054 2.701 0.000
H 5.443 2.319 0.000
H 6.052 -0.145 0.000
H 5.228 -2.498 0.000
H 2.872 -2.947 0.000
H -1.546 1.405 0.000
H -1.143 3.865 0.000
H 1.191 4.685 0.000
N -3.643 -2.418 0.000
C -4.238 -1.176 0.000
C -5.593 -0.877 0.000
C -5.938 0.453 0.000
C -4.931 1.424 0.000
C -3.584 1.114 0.000
C -3.195 -0.232 0.000
N -1.954 -0.966 0.000
C -2.334 -2.260 0.000
C -1.387 -3.337 0.000
C -1.624 -4.674 0.000
S -0.153 -5.529 0.000
C 0.696 -4.082 0.000
N -0.050 -2.978 0.000
H -4.155 -3.290 0.000
H -6.334 -1.666 0.000
H -6.977 0.752 0.000
H -5.212 2.468 0.000
H -2.928 1.966 0.000
H -2.566 -5.200 0.000
H 1.766 -4.100 0.000